# 1
42
Properties=species:S:1:pos:R:3:nbo_charge:R:1 method="wB97M-V/def2-TZVPD" energy_ev=-76385.407 homo_energy_ev=-12.75 spin_multiplicity=1 lumo_ev=-3.86 charge=+1 fmax_ev_per_a=1.51
C -2.525 2.084 -1.944 -0.613
C -2.818 1.030 -0.864 -0.455
C -2.833 -0.404 -1.387 -0.084
O -2.011 -1.363 -0.666 -0.364
N -0.731 -0.902 -0.407 -0.306
B 0.214 -0.794 -1.631 1.141
C 0.795 0.557 -2.110 -1.063
O 0.494 -1.958 -2.253 -0.881
C -0.393 -0.766 0.857 0.717
N 0.931 -0.449 1.161 -0.667
C 1.348 0.938 1.196 0.080
O 1.915 1.184 2.470 -0.508
C 2.993 2.017 2.473 1.165
F 3.310 2.280 3.706 -0.276
F 4.042 1.459 1.844 -0.326
F 2.734 3.165 1.816 -0.329
N -1.283 -1.024 1.851 -0.874
P -1.679 0.129 3.114 1.477
N -0.958 -0.049 4.456 -1.234
H -3.447 2.474 -2.372 0.233
H -2.016 2.940 -1.498 0.225
H -1.882 1.700 -2.735 0.205
H -2.116 1.153 -0.035 0.199
H -3.803 1.248 -0.448 0.235
H -2.589 -0.442 -2.453 0.187
H -3.827 -0.840 -1.288 0.227
H 0.663 0.616 -3.192 0.282
H 0.367 1.432 -1.626 0.244
H 1.876 0.564 -1.928 0.282
H -0.226 -2.596 -2.340 0.526
H 1.606 -1.068 0.723 0.430
H 0.497 1.605 1.026 0.183
H 2.078 1.140 0.409 0.204
H -2.110 -1.463 1.450 0.435
H -1.365 1.323 2.455 -0.085
H -3.075 0.043 3.080 -0.048
H -1.564 -0.241 5.243 0.406
C 3.446 -3.310 -1.739 -0.280
Cl 3.366 -2.081 -0.442 -0.034
Cl 5.095 -3.849 -1.939 0.072
Cl 2.363 -4.648 -1.381 0.035
H 3.117 -2.833 -2.653 0.236


# 2
40
Properties=species:S:1:pos:R:3:nbo_charge:R:1 method="wB97M-V/def2-TZVPD" energy_ev=-324875.295 homo_energy_ev=-9.66 spin_multiplicity=1 lumo_ev=-3.42 charge=+1 fmax_ev_per_a=3.08 relative_energy_kcal_mol=3.4
Lu 1.411 0.744 0.754 1.029
C -0.401 -3.051 -3.056 -0.433
N 0.119 -2.736 -1.758 -0.415
C -0.018 -3.841 -0.809 -0.407
C 0.802 -1.620 -1.449 0.675
N 0.947 -1.205 -0.195 -0.890
N 1.386 -0.971 -2.523 -0.609
C 1.820 0.364 -2.542 0.650
N 2.258 0.841 -3.737 -0.790
N 1.831 1.172 -1.490 -0.829
H -1.430 -3.510 -2.941 0.241
H 0.315 -3.610 -3.686 0.217
H -0.673 -2.125 -3.544 0.205
H -0.572 -4.591 -1.359 0.231
H -0.688 -3.536 0.043 0.201
H 0.904 -4.169 -0.462 0.225
H 0.455 -1.927 0.434 0.409
H 1.195 -1.387 -3.483 0.428
H 2.018 0.340 -4.604 0.402
H 2.489 1.826 -3.853 0.424
H 2.147 2.098 -1.793 0.393
Se 0.890 -0.481 3.179 -0.375
Se 1.793 1.681 3.463 -0.027
Se 3.791 2.344 1.912 0.046
Se 4.072 0.281 0.726 -0.312
C -1.675 3.511 3.255 -0.418
N -1.766 2.346 2.391 -0.379
C -2.374 1.115 2.857 -0.231
C -2.189 0.182 1.666 -0.226
N -1.386 0.956 0.711 -0.638
C -1.079 2.171 1.237 0.317
S 0.030 3.285 0.589 -0.130
H -0.753 3.499 3.836 0.226
H -2.543 3.530 3.953 0.226
H -1.599 4.402 2.637 0.238
H -3.398 1.287 3.142 0.219
H -1.775 0.742 3.717 0.234
H -3.209 -0.046 1.236 0.212
H -1.677 -0.763 1.847 0.224
H -1.470 0.851 -0.305 0.436